Entry from the OMol25 dataset: C12H19FN3SSiZr as an isolated structure at a distorted geometry (the ωB97M-V functional and the def2-TZVPD basis).

Positions of all 38 atoms, in Å:
Zr 0.857 -0.019 0.389
C 3.284 0.419 0.920
Si 3.305 1.545 -0.715
C 3.494 3.341 -0.130
C 4.423 0.809 -2.059
N 1.588 1.162 -1.076
C 0.824 1.706 -2.045
C 1.274 2.664 -3.029
C 0.498 3.232 -4.005
C -0.843 2.923 -4.144
C -1.378 1.993 -3.227
C -0.480 1.551 -2.365
F -0.863 0.053 -0.344
H 4.258 0.507 1.403
H 3.166 -0.659 0.703
H 2.552 0.798 1.671
H 4.498 3.504 0.257
H 2.790 3.621 0.658
H 3.368 4.058 -0.939
H 5.466 0.821 -1.749
H 4.377 1.399 -2.973
H 4.167 -0.217 -2.330
H 2.321 2.905 -2.928
H 0.941 3.945 -4.686
H -1.486 3.353 -4.896
H -2.420 1.715 -3.270
S 1.429 -4.515 -0.816
C 0.044 -4.124 0.109
C 0.023 -2.800 0.426
N 1.101 -2.085 -0.062
C 1.914 -2.892 -0.749
H -0.686 -4.867 0.378
H -0.768 -2.307 0.995
H 2.821 -2.535 -1.219
N -0.226 0.711 2.326
H -0.055 0.212 3.215
H -1.240 0.583 2.146
H -0.149 1.713 2.569

## Properties
gap between HOMO and LUMO = 6.931 eV
energy relative to the best compared isomer or geometry (same formula, charge and spin) = 9.13 kcal/mol
total charge = +3

=====

Entry from the OMol25 dataset: C12H19IrN3S2Si as an isolated structure (the ωB97M-V functional and the def2-TZVPD basis).

Positions of all 38 atoms, in Å:
Ir -0.169 -0.023 -0.693
C 2.001 4.221 -2.957
S 2.944 3.293 -1.711
C 2.003 1.842 -1.575
S 0.230 2.017 -1.426
N 2.588 0.703 -1.465
N 1.704 -0.323 -1.163
C 2.157 -1.523 -1.107
C 1.180 -2.574 -0.832
C 1.496 -3.910 -0.742
C 0.464 -4.825 -0.528
C -0.836 -4.369 -0.432
C -1.088 -3.005 -0.516
N -0.104 -2.122 -0.700
H 2.421 5.224 -2.934
H 0.944 4.279 -2.713
H 2.159 3.777 -3.936
H 3.209 -1.709 -1.294
H 2.523 -4.233 -0.845
H 0.683 -5.881 -0.451
H -1.662 -5.052 -0.291
H -2.092 -2.613 -0.442
C -1.683 0.571 3.567
Si -1.397 1.083 1.816
C -2.482 0.261 0.477
C -1.374 2.918 1.572
C 0.236 0.258 1.269
H -2.617 0.977 3.961
H -0.872 0.954 4.190
H -1.719 -0.514 3.679
H -3.468 0.717 0.369
H -2.622 -0.804 0.654
H -2.103 0.396 -0.593
H -2.255 3.372 2.032
H -1.384 3.216 0.522
H -0.499 3.362 2.051
H 0.329 -0.758 1.676
H 1.153 0.798 1.510

## Properties
gap between HOMO and LUMO (alpha / beta) = 6.786 / 5.508 eV
energy relative to the best compared isomer or geometry (same formula, charge and spin) = 0.00 kcal/mol
total charge = +2
⟨S²⟩ = 0.76
spin multiplicity = 2

=====

Entry from the OMol25 dataset: C12H19N11Pd as an isolated structure (the ωB97M-V functional and the def2-TZVPD basis).

Positions of all 43 atoms, in Å:
Pd 0.132 -0.076 0.063
N 2.561 -2.007 0.039
C 3.069 -0.775 0.081
N 4.387 -0.640 0.245
C 4.814 0.615 0.287
N 6.132 0.819 0.517
N 4.053 1.707 0.127
C 2.765 1.458 -0.060
N 2.202 0.256 -0.055
C 1.895 2.645 -0.302
C 2.102 3.806 0.433
C 1.273 4.888 0.195
C 0.296 4.778 -0.779
C 0.191 3.584 -1.479
N 0.966 2.531 -1.251
H 3.188 -2.784 0.141
H 1.557 -2.116 -0.066
H 6.747 0.027 0.467
H 6.497 1.741 0.362
H 2.890 3.841 1.171
H 1.389 5.803 0.760
H -0.371 5.600 -1.001
H -0.553 3.466 -2.260
C -4.867 -2.353 0.170
N -3.991 -1.327 0.723
C -4.608 -0.024 0.846
C -2.645 -1.367 0.438
N -1.900 -0.355 0.218
N -2.083 -2.663 0.509
C -1.314 -3.130 -0.548
N -0.193 -3.862 -0.168
N -1.689 -2.887 -1.736
H -5.700 -2.526 0.852
H -4.314 -3.276 0.035
H -5.264 -2.043 -0.802
H -5.599 -0.149 1.279
H -4.719 0.480 -0.123
H -4.022 0.609 1.511
H -2.423 0.504 0.097
H -1.826 -2.948 1.440
H -0.076 -4.053 0.814
H 0.044 -4.632 -0.771
H -0.994 -3.167 -2.420

## Properties
gap between HOMO and LUMO = 6.411 eV
energy relative to the best compared isomer or geometry (same formula, charge and spin) = 0.00 kcal/mol
total charge = 0

=====

Entry from the OMol25 dataset: C12H19O4PYb as an isolated structure at a distorted geometry (the ωB97M-V functional and the def2-TZVPD basis).

Positions of all 37 atoms, in Å:
Yb -0.133 -1.957 0.205
C -2.164 -0.861 1.532
O -3.006 -0.343 2.130
C -1.361 -3.476 1.569
O -1.876 -4.311 2.171
C 0.722 -1.405 2.378
O 1.357 -1.205 3.334
C -2.167 -2.176 -1.108
O -2.956 -2.408 -1.926
C 3.127 -4.065 -2.058
H 2.724 -3.754 -3.011
H 3.879 -3.436 -1.604
C 2.710 -5.212 -1.457
H 3.113 -5.526 -0.505
H 1.961 -5.844 -1.911
C -2.809 2.150 -0.564
C -1.320 2.108 -0.982
P -0.426 0.820 0.017
C 1.186 0.809 -0.849
C 1.912 2.164 -0.947
C -0.380 1.697 1.657
C -0.187 3.226 1.723
H -3.294 1.162 -0.692
H -3.347 2.878 -1.196
H -2.937 2.451 0.493
H -1.228 1.812 -2.050
H -0.833 3.104 -0.875
H 1.854 0.061 -0.369
H 0.979 0.455 -1.879
H 2.203 2.559 0.041
H 2.837 2.047 -1.541
H 1.305 2.926 -1.463
H -1.363 1.495 2.122
H 0.356 1.183 2.305
H 0.774 3.559 1.304
H -1.001 3.776 1.223
H -0.210 3.536 2.784

## Properties
gap between HOMO and LUMO (alpha / beta) = 4.837 / 4.078 eV
total charge = +3
⟨S²⟩ = 0.75
spin multiplicity = 2

=====

Entry from the OMol25 dataset: a 2-piece molecular cluster, C12H19P overall at a distorted geometry (the ωB97M-V functional and the def2-TZVPD basis).

Positions of all 32 atoms, in Å:
C -4.046 -0.124 -0.344
C -3.333 1.036 -0.296
C -3.458 -1.313 0.018
C -2.056 1.077 0.121
C -2.029 -1.372 0.406
C -1.403 -0.102 0.329
C -1.274 2.400 0.348
C -1.346 -2.657 0.654
C 2.167 1.453 -0.834
C 3.794 0.068 0.532
C 2.361 -1.168 -1.191
C 2.396 0.031 -0.186
P 1.135 -0.248 1.204
H -5.075 -0.216 -0.488
H -3.888 1.972 -0.511
H -4.019 -2.217 0.016
H -1.920 3.244 0.009
H -1.306 2.445 1.474
H -0.277 2.517 -0.043
H -0.606 -2.773 1.481
H -2.141 -3.417 0.708
H -0.803 -2.937 -0.209
H 1.040 1.592 -1.036
H 2.547 2.118 -0.021
H 2.748 1.500 -1.783
H 3.958 -0.893 0.925
H 3.566 0.852 1.355
H 4.478 0.316 -0.194
H 2.605 -2.029 -0.602
H 1.494 -1.134 -1.822
H 3.218 -1.057 -1.823
H 1.470 1.034 1.803

## Properties
gap between HOMO and LUMO (alpha / beta) = 8.127 / 8.126 eV
energy relative to the best compared isomer or geometry (same formula, charge and spin) = 60.90 kcal/mol
total charge = 0

=====

Entry from the OMol25 dataset: C12H20AlCl2N2 as an isolated structure at a distorted geometry (the ωB97M-V functional and the def2-TZVPD basis).

Positions of all 37 atoms, in Å:
Al -0.201 -1.304 1.243
Cl -1.831 -0.824 -0.102
Cl 1.733 -1.055 2.206
C -1.424 -1.481 2.770
H -1.113 -1.532 3.820
H -2.496 -1.688 2.693
C 1.569 -0.927 -1.423
C 1.274 -1.966 -0.684
H 2.208 -0.125 -1.011
C 0.248 -3.008 -1.068
H 1.908 -2.238 0.218
C 0.127 -3.114 -2.596
H 0.455 -3.979 -0.570
H -0.769 -2.690 -0.702
C 0.020 -1.768 -3.246
H 1.033 -3.622 -2.941
H -0.709 -3.762 -2.873
C 1.161 -0.795 -2.844
H 0.048 -1.869 -4.329
H -0.951 -1.318 -3.000
H 2.055 -0.979 -3.453
H 0.836 0.218 -3.094
C -0.662 3.630 3.675
C -0.458 2.897 2.410
C -0.437 3.309 1.078
C -0.203 2.149 0.298
N -0.052 1.092 1.125
N -0.200 1.574 2.368
C -0.097 2.111 -1.171
H 0.119 4.389 3.822
H -1.628 4.153 3.678
H -0.633 2.940 4.528
H -0.550 4.315 0.708
H -0.167 0.924 3.151
H -0.903 2.696 -1.633
H 0.856 2.556 -1.493
H -0.168 1.090 -1.557

## Properties
gap between HOMO and LUMO (alpha / beta) = 4.589 / 4.592 eV
energy relative to the best compared isomer or geometry (same formula, charge and spin) = 0.00 kcal/mol
total charge = -1

=====

- Which of these has the lowest total charge?
  C12H20AlCl2N2

=====

- Among the records above, which one has the lowest total charge?
  C12H20AlCl2N2

=====

- Number 3 is which compound?
  C12H19N11Pd